12
Properties=species:S:1:pos:R:3:forces:R:3 method="wB97M-V/def2-TZVPD" charge=0 energy_ha=-658.73705
S -2.5496 -0.5276 0.0025 -0.1 0.6 -1.4
N 0.1959 -1.0798 -0.0991 0.2 1.4 0.0
N 2.4315 -1.1192 -0.3277 2.0 -4.3 -2.3
N 1.2726 -0.5215 -0.2630 -2.7 2.9 1.0
N -1.0883 0.1050 0.4286 3.0 -1.2 -0.3
C -0.7955 1.5233 0.1810 -3.5 -1.9 2.2
H 3.2810 -0.6507 -0.7068 -1.7 0.6 0.6
H -2.6369 -1.2359 1.0771 -0.5 -0.9 1.2
H 0.1160 1.7391 0.6072 2.0 0.7 0.6
H 2.3888 -2.0572 -0.8611 0.0 1.4 1.5
H -0.9713 1.8171 -0.7798 0.3 0.8 -3.0
H -1.6443 2.0075 0.7411 1.1 -0.1 -0.1


19
Properties=species:S:1:pos:R:3:forces:R:3 method="wB97M-V/def2-TZVPD" charge=+1 energy_ha=-458.99054
O 0.5761 0.3658 -0.3933 -0.2 0.3 -0.8
O -0.8197 2.4526 -0.7432 -1.0 0.4 -0.1
O 3.0474 -0.4162 -0.4601 0.3 -0.5 0.3
O 0.5089 -0.9653 1.8719 -0.1 0.9 -2.4
O -3.7238 3.1032 -0.5173 -1.0 -0.2 0.1
O 0.1666 -4.1508 -0.0252 1.5 0.1 -0.4
H -1.7726 2.2377 -0.7783 0.4 -0.2 0.2
H 1.5199 0.3550 -0.6833 0.2 -0.5 0.5
H 0.3600 -0.8305 2.7887 0.1 -0.5 1.2
H -4.0793 2.5005 -1.1767 0.3 -0.2 -0.5
H 0.4032 -0.0566 0.4829 0.4 -0.4 0.8
H 0.1640 1.2743 -0.4531 -0.5 0.5 -0.2
H 3.8389 -0.3618 -0.9887 0.4 0.6 -0.8
H -0.0208 -4.8627 0.5750 -0.7 -0.5 0.6
H 0.9307 -1.7710 1.5727 -0.2 -0.6 0.9
H -0.8845 3.4202 -0.7550 0.6 -0.2 0.1
H 1.0600 -4.4388 -0.3114 -0.7 0.5 -0.2
H 3.3013 -1.1707 0.0855 -0.5 0.0 0.4
H -4.5764 3.3151 -0.0912 0.8 0.3 0.3


7
Properties=species:S:1:pos:R:3:forces:R:3 method="wB97M-V/def2-TZVPD" charge=0 energy_ha=-945.13108 smiles=N#CSSN
S 0.5647 -1.8275 -0.0348 -1.3 2.4 0.0
S -1.8127 -0.7955 0.3003 1.0 -1.9 -0.1
N -1.0239 1.8890 0.5133 -0.1 -1.3 0.1
N 1.3100 -0.3831 -0.3887 -1.8 0.1 -2.3
C -1.3355 0.7609 0.4856 0.7 1.9 -0.2
H 1.4329 0.2406 0.4037 0.0 0.0 -0.2
H 0.8645 0.1157 -1.2794 1.6 -1.3 2.6


16
Properties=species:S:1:pos:R:3:forces:R:3 method="wB97M-V/def2-TZVPD" charge=0 energy_ha=-250.84749 smiles=CNC.CO
O 0.6930 1.6757 0.1885 0.5 -1.7 0.9
N 0.3050 -0.9304 0.1717 -1.6 0.3 -0.9
C 0.4426 2.2563 -1.0538 -0.1 -0.2 -0.2
C 0.3233 -1.4291 1.5382 -0.2 -0.1 -0.1
C -1.1320 -0.8410 -0.4291 2.2 -1.1 0.7
H -0.0185 -2.4667 1.6120 0.0 0.0 0.1
H -0.3283 -0.7982 2.1386 0.0 0.0 0.1
H -1.7288 -0.1260 0.1293 0.2 0.1 0.1
H 1.3283 -1.3425 1.9454 0.1 -0.1 0.0
H -0.6451 2.3237 -1.2474 0.2 0.1 -0.1
H 0.8556 3.2802 -1.0526 -0.2 -0.4 -0.1
H -1.5658 -1.8450 -0.3725 -0.3 0.2 0.0
H 0.8934 -1.5049 -0.4263 -0.3 0.1 0.0
H 0.7169 0.5980 0.2217 -0.4 2.4 -0.8
H 0.9077 1.7035 -1.8904 -0.1 0.1 0.1
H -1.0474 -0.5536 -1.4734 0.0 0.2 0.0


40
Properties=species:S:1:pos:R:3:forces:R:3 method="wB97M-V/def2-TZVPD" charge=-2 energy_ha=-2702.02371
Te -4.6051 1.6529 2.9858 0.1 0.0 0.1
Te -6.3973 -1.4302 -1.2636 0.1 0.0 -0.1
Te -3.1756 0.8374 0.8505 -0.5 -0.1 -0.1
Te -4.0266 -1.6795 0.0294 -0.6 0.0 0.0
Ag -1.3170 -1.0993 0.8052 0.6 0.1 0.1
S 2.3948 -3.8820 0.5998 -0.1 0.0 0.0
S 1.3619 -1.0172 0.5054 0.2 0.3 0.0
N 0.3656 3.0954 -1.7264 0.0 0.0 0.0
N 1.2135 4.2754 0.1282 -0.1 -0.1 0.0
N -0.1924 2.3403 0.3692 0.2 -0.1 0.1
N -0.1024 -3.2087 0.7159 0.1 -0.1 0.1
C 0.7642 5.5870 -0.3125 0.0 0.0 0.0
C 1.6011 3.2312 -2.4748 0.0 0.0 0.0
C 1.3877 -6.5331 0.7735 0.0 0.0 0.0
C -0.0685 -4.5828 0.7742 0.0 0.0 0.0
C 1.0931 -2.6768 0.6175 -0.1 -0.2 0.0
C -1.1897 -5.4078 0.8637 0.0 0.0 0.0
C 0.2647 -7.3425 0.8691 0.0 0.0 0.0
C -1.0117 -6.7795 0.9127 0.0 0.0 0.0
C 1.5152 4.2486 1.5429 0.0 0.0 0.0
C 0.4330 3.1863 -0.3367 0.0 0.1 -0.1
C 1.2155 -5.1580 0.7263 0.0 0.1 0.0
C -0.4796 2.0140 -2.2168 0.0 0.0 0.0
H -0.0563 5.9634 0.3147 0.0 0.0 0.0
H 0.3811 -8.4188 0.9083 0.0 0.0 0.0
H -0.1926 2.5485 1.3610 0.0 0.0 0.0
H 2.3793 -6.9678 0.7320 0.0 0.0 0.0
H 0.6446 4.4908 2.1699 0.0 0.0 0.0
H 1.5908 6.3007 -0.2624 0.0 0.0 0.0
H 1.3728 3.5230 -3.5025 0.0 0.0 0.0
H 2.1579 2.2842 -2.5051 0.0 0.0 0.0
H -0.0344 1.0314 -2.0240 0.0 0.0 0.0
H 0.4089 5.5293 -1.3378 0.0 0.0 0.0
H -0.6185 2.1485 -3.2909 0.0 0.0 0.0
H 2.2946 4.9848 1.7494 0.0 0.0 0.0
H 2.2389 3.9881 -2.0264 0.0 0.0 0.0
H -2.1729 -4.9549 0.8858 0.0 0.0 0.0
H -1.4451 2.0397 -1.7180 0.0 0.0 0.0
H -1.8778 -7.4262 0.9812 0.0 0.0 0.0
H 1.8840 3.2642 1.8261 0.0 0.0 0.0


112
Properties=species:S:1:pos:R:3:forces:R:3 method="wB97M-V/def2-TZVPD" charge=0 energy_ha=-4343.38575 s2=6.04 spin_multiplicity=5
Mn -0.9583 0.6722 -0.2708 0.7 -0.5 -1.3
S 0.0945 1.0225 -3.4448 1.1 0.3 1.2
S -2.1164 3.2155 -1.4375 0.0 -0.8 -0.2
O -0.3977 0.6067 -2.0333 -0.3 -0.6 0.2
O -3.1144 2.2716 -1.8951 0.6 -0.1 0.1
O -0.7811 0.5561 -4.4813 -1.2 -1.2 -1.2
O -1.1263 2.5441 -0.4774 -0.5 0.2 0.2
O 3.1341 2.3941 -2.5839 0.8 0.4 1.0
O -2.6329 4.3966 -0.8211 0.1 0.6 0.2
N 1.1627 0.8321 0.4560 0.4 -0.2 0.7
N -1.2497 -1.3942 -0.1166 -0.4 0.0 -1.2
N -0.7260 -0.2163 2.3773 -1.2 -0.7 -0.3
N 3.4675 -1.5166 -2.2593 0.3 0.6 1.8
N -1.5180 0.5423 1.5564 -0.6 1.2 1.3
N 2.2874 -2.9049 -3.6626 -1.1 -1.6 0.2
N 1.4541 -0.3477 1.1114 0.9 -0.1 -0.4
N -0.3921 -2.1499 0.6353 -0.3 2.4 0.8
C -0.7768 5.3944 -4.4161 1.3 -1.2 1.2
C 2.3930 2.9562 -0.1212 -0.2 -0.5 0.0
C 0.9350 -5.1173 0.2658 -0.4 -0.5 -1.1
C 0.5926 -0.0351 5.0934 -0.2 -1.2 -0.7
C 2.2865 1.5703 0.4262 0.3 -1.0 -0.1
C 2.1319 -2.3861 -6.0175 -1.0 -0.1 1.5
C -2.3311 0.6779 3.5999 -1.4 0.7 -0.9
C -4.8850 1.8771 1.9328 -1.0 0.0 -0.3
C -1.0859 3.6908 -2.8060 -0.2 -0.4 0.1
C 0.1635 4.5268 -5.0227 -1.0 2.3 -2.3
C -2.9802 3.5329 2.2848 -0.4 -0.3 0.7
C -2.4927 1.1337 2.2820 0.9 -0.4 -0.5
C 3.6547 -1.4775 2.0150 -1.9 0.4 0.4
C -0.1798 -4.6339 1.2245 -0.7 -0.8 0.1
C 2.2036 3.0069 -1.6530 1.1 1.1 -0.2
C -2.2050 -2.1927 -0.6465 1.6 0.7 0.4
C 1.8366 -3.1717 -4.8934 0.7 0.4 -1.5
C 3.4247 -2.7847 1.3145 -0.6 1.5 -0.4
C 1.3113 3.8060 0.5634 -0.9 1.1 -1.4
C -1.3268 5.0226 -3.1919 1.1 -1.2 -1.1
C -1.2872 -0.1800 3.6243 0.6 0.3 -1.2
C 3.4135 -1.6356 3.5171 1.9 1.2 0.1
C 3.3274 0.8197 0.9860 0.6 -0.5 0.7
C -0.6825 -0.8286 4.7781 0.5 1.2 1.3
C -3.4228 2.2072 1.7226 1.3 -1.3 -1.6
C -1.9059 -3.4867 -0.1973 -1.0 0.5 -0.6
C -0.8300 -3.4077 0.6277 0.8 -0.9 0.6
C 0.3691 3.2393 -4.6743 0.9 -0.9 -0.2
C 2.9876 -1.8369 -3.4716 0.6 2.3 -3.0
C -4.1096 -0.5821 -0.6541 -1.0 0.4 -0.3
C 2.8906 -1.2414 -5.8247 0.5 0.1 -0.4
C 2.8082 -0.3943 1.3874 -1.5 0.8 -0.1
C -3.3322 -1.6443 -1.4699 0.4 1.4 1.0
C -3.0214 -1.0927 -2.8563 0.1 -1.9 -0.4
C -0.2751 2.7784 -3.5323 -0.6 1.0 0.2
C 3.3291 -0.9564 -4.5710 0.4 -1.0 0.8
C 0.3483 -4.5791 2.6774 0.1 0.1 -0.2
C -1.5799 -0.8430 6.0142 -0.6 1.3 -1.4
B 0.2937 -1.2068 1.7165 1.1 -0.5 0.3
H -2.3908 -4.3955 -0.4346 -0.6 -0.6 -0.3
H 4.0231 -3.5326 1.7130 1.0 -1.6 0.8
H -1.7166 0.2090 6.3268 -0.1 -0.4 0.0
H -4.7701 -1.0463 0.1394 0.4 0.5 -1.1
H -0.4672 -1.8026 4.4427 0.7 -1.5 0.0
H 1.2437 2.5924 -1.8468 -0.5 -0.4 -0.2
H 1.0343 2.6079 -5.3597 -1.0 0.7 1.5
H 1.2882 -4.0273 2.7652 -0.3 0.1 0.0
H 1.0523 -0.4453 5.9599 0.7 -0.4 0.7
H 0.5432 -5.4653 -0.7123 -0.2 0.7 0.3
H 3.7891 -0.7124 4.0315 -0.7 -0.7 -0.2
H -3.0008 0.9258 4.3788 -0.3 0.2 0.8
H 1.3368 -6.0666 0.6095 0.6 0.2 0.6
H -5.1569 0.8740 1.5772 0.3 0.2 0.1
H -2.5459 -1.2187 5.6636 0.0 -0.3 0.8
H 3.2372 -0.6346 -6.6731 -0.4 -0.2 0.4
H -3.9736 -2.4651 -1.6016 -1.1 -1.2 -0.3
H 0.8712 4.5111 -0.2148 0.3 -0.7 1.1
H -3.9700 -0.8523 -3.3368 0.1 0.1 -0.1
H -2.3518 -0.2704 -2.9222 0.3 0.7 0.2
H 3.7275 -2.6119 0.3085 -0.1 -0.4 -1.1
H 4.0830 -2.4312 3.8540 -0.4 -0.2 0.2
H 4.6250 -1.0988 1.7943 1.1 -0.1 0.3
H 2.3786 -3.0213 1.3948 -0.2 -0.3 -0.2
H -1.8737 5.6832 -2.5429 -0.4 0.0 -0.1
H 2.1612 4.0720 -1.8968 -0.2 0.0 -0.1
H -5.5729 2.5644 1.3812 0.7 -0.3 0.5
H -0.9837 6.3538 -4.7974 0.0 1.0 -0.6
H -5.1403 1.9189 2.9902 -0.1 0.1 0.2
H 0.8043 -1.8658 2.5700 -0.3 -0.1 0.0
H -2.5575 -1.9251 -3.4155 -0.1 0.4 -0.1
H 1.2300 -0.1220 4.2279 0.6 0.3 0.0
H 4.1051 -0.2243 -4.4704 0.0 0.6 0.5
H -2.1025 3.9173 1.7934 0.4 0.0 -0.1
H 1.3201 -4.1105 -5.0716 -0.2 0.1 0.4
H 1.7052 -4.3483 0.0222 -0.6 -0.8 0.5
H 0.3926 0.9879 5.3003 -0.4 0.9 0.0
H 3.9847 2.9110 -2.6489 -1.5 -0.6 0.4
H 3.4966 -0.5193 -2.0665 0.1 -0.2 -0.1
H 3.3642 3.3487 0.1498 0.4 0.0 0.0
H -2.8263 3.4226 3.3669 -0.1 0.4 -0.2
H 1.6343 -2.5199 -6.9435 -0.2 -0.6 -0.8
H 0.6224 4.8421 -5.9768 -0.2 0.1 0.6
H -3.7960 4.1851 2.0655 -0.4 1.0 0.2
H 4.3505 1.0487 1.3070 -0.5 0.5 -0.8
H 2.3813 -1.8168 3.7552 -0.2 -0.2 0.2
H -0.3732 -4.1791 3.3954 0.0 0.1 -0.2
H -1.1292 -1.3496 6.8401 0.0 -0.7 0.4
H -3.4917 0.1287 -0.0912 0.2 -0.2 -0.3
H -4.6421 0.0641 -1.4332 0.2 -0.9 1.5
H 1.6499 4.4046 1.3995 0.4 0.1 0.1
H -3.2107 2.2585 0.6198 -0.5 -0.3 1.1
H 0.4996 3.1805 0.9214 0.0 0.1 -0.1
H 2.9905 -2.0020 -1.5236 -0.1 -0.3 0.3
H 0.5942 -5.5887 3.0071 -0.1 -0.1 -0.1
H -1.0547 -5.3923 1.2215 1.5 1.0 0.0